The following is a quantum chemistry calculation of the molecule C4H7ClO at a distorted geometry, from the Open Molecules 2025 dataset.

```
13
Properties=species:S:1:pos:R:3:nbo_charge:R:1
O -2.0071 -0.8769 -0.3111 -0.74
C -0.8364 -0.5336 0.4573 0.06
C -1.0539 0.9510 0.7206 -0.42
C -0.2207 1.3607 -0.5361 -0.42
C 0.2566 -0.1451 -0.5395 -0.18
Cl 1.9282 -0.3063 0.1149 -0.08
H -2.2440 -1.8556 -0.2109 0.48
H -0.5672 -1.2082 1.2276 0.19
H -2.0969 1.1974 0.5953 0.23
H -0.5996 1.3232 1.6487 0.22
H 0.5201 2.1569 -0.4286 0.22
H -0.7839 1.5494 -1.4649 0.22
H 0.1755 -0.7385 -1.4451 0.22
```

The SMILES is O[C@@H]1CC[C@H]1Cl. The total charge is 0. The value obtained for the LUMO energy is 0.76 eV. As for the max |F|: 2.8 eV/Å. The calculation puts the HOMO-LUMO gap at 10.80 eV. Its relative energy (zero: lowest compared OMol25 entry of this formula, charge and spin) is 116.7 kJ/mol.